Computed, not measured: C3H7FeO2 as an isolated structure, with wB97M-V/def2-TZVPD.

```
13
Properties=species:S:1:pos:R:3:forces:R:3:mulliken_spin:R:1
H 2.970 -0.411 0.247 -0.24 -0.15 -0.29 0.005
Fe -0.889 -0.169 0.408 0.75 -1.51 0.09 4.202
H -0.807 2.601 0.698 -0.35 -0.68 0.17 0.018
H -1.225 2.211 -0.993 -0.03 -0.40 0.33 -0.005
C 2.165 -0.455 -0.500 -0.02 -3.29 -0.20 0.006
O -0.906 -2.022 0.051 -0.38 1.82 0.09 1.327
H 2.521 -0.031 -1.450 -0.41 -0.19 0.24 0.003
H 1.729 -1.567 -0.615 1.66 2.36 -0.01 0.002
C 0.775 1.595 -0.404 1.41 0.27 0.07 -0.020
H 1.483 2.184 0.200 -0.49 0.18 -0.23 0.019
H 1.054 1.704 -1.465 -0.31 -0.18 0.33 0.007
O 1.037 0.212 0.010 -1.66 0.99 0.18 0.071
C -0.682 1.860 -0.104 0.05 0.77 -0.78 0.365
```
Positions in Å, forces in eV/Å.

Net charge ... +1
Electronic energy ... -41693.576 eV
LUMO energy (alpha / beta) ... -4.35 / -8.14 eV
Spin multiplicity ... 7

=====

Computed, not measured: C3H7I2N2 as an isolated structure, with wB97M-V/def2-TZVPD.

```
14
Properties=species:S:1:pos:R:3:forces:R:3:mulliken_charge:R:1
N 0.555 0.457 -0.314 1.96 1.52 1.47 -0.088
I 1.747 -3.741 -0.443 -0.26 0.77 0.82 0.255
H 0.918 0.224 0.703 -0.34 0.97 -0.52 0.420
C -0.860 0.711 -0.332 -1.24 0.00 2.34 -1.101
C 0.874 -0.854 -0.860 2.95 0.32 0.24 -0.969
H 1.839 -1.770 2.170 -0.57 0.21 -0.35 0.314
H 0.093 -1.359 -1.269 -2.51 -0.74 -1.81 0.558
H -1.168 0.591 -1.302 -1.04 0.98 -2.53 0.470
H -1.363 -0.110 0.113 -0.13 -1.25 0.80 0.407
I 2.472 -0.657 -2.268 -0.13 0.09 -0.14 0.329
C 1.314 -1.751 0.264 0.94 -0.12 1.61 0.205
H -1.253 1.517 0.312 0.78 0.33 -1.01 0.346
N 1.400 -1.210 1.424 0.48 -1.26 -1.60 -0.578
H 1.112 1.282 -0.730 -0.90 -1.83 0.67 0.431
```
Positions in Å, forces in eV/Å.

Net charge ... +1
Electronic energy ... -22397.931 eV
LUMO energy ... -4.36 eV
Spin multiplicity ... 1

=====

Computed, not measured: one molecule with the formula C3H7IN2, with wB97M-V/def2-TZVPD.

```
13
Properties=species:S:1:pos:R:3:forces:R:3:mulliken_charge:R:1
H -0.826 -1.714 0.794 1.19 0.51 -0.45 0.317
N -0.233 -0.146 -1.634 1.80 1.32 0.94 0.022
H 0.648 -0.414 -3.225 -0.06 -0.16 0.41 0.254
H 1.296 1.578 0.549 1.42 1.38 0.35 0.477
C 0.857 0.746 1.005 0.54 -2.51 -2.84 -1.130
H 0.433 0.869 1.998 0.12 -0.09 -0.23 0.478
H -0.667 1.435 -0.180 -0.80 -0.90 -0.29 0.292
I 2.557 -0.858 1.097 -1.55 1.39 0.05 -0.033
C -0.258 0.406 -0.111 0.47 -2.49 0.80 0.309
N 0.839 -0.099 -2.254 -0.90 0.32 0.86 -0.507
C -1.129 -0.691 0.546 -3.43 1.10 -0.56 -1.114
H -1.423 -0.228 1.504 -0.38 -0.49 -0.23 0.324
H -2.095 -0.884 -0.088 1.59 0.62 1.20 0.310
```
Positions in Å, forces in eV/Å.

SMILES ... [H]/N=N/[C@@H](C)CI
Electronic energy ... -14302.226 eV
LUMO energy ... 0.05 eV
Spin multiplicity ... 1